160
Properties=species:S:1:pos:R:3:forces:R:3:mulliken_charge:R:1 method="wB97M-V/def2-TZVPD" total_energy_ev=-876132.587 homo_lumo_gap_ev=9.4 multiplicity=1 total_charge=+1 fmax_ev_per_a=1.73
C 1.6534 -2.9873 -3.2372 -0.2 0.3 1.0 -0.81
C 0.2563 -3.2233 -2.6433 0.1 0.1 -0.4 -0.85
C -0.5600 -1.9402 -2.6249 0.8 -0.3 0.2 -0.72
C 0.1003 -0.9153 -1.6703 -0.8 0.0 -1.1 -0.47
C 0.3841 0.4320 -2.3521 0.2 0.1 0.5 -1.67
C 1.8667 0.8283 -2.4244 0.3 -0.1 0.1 1.35
C 2.3357 1.3384 -3.7981 -0.6 0.7 -0.2 -0.67
C 1.2940 1.8489 -4.7932 0.4 0.3 0.3 -1.53
C 0.4898 3.0915 -4.4361 -0.1 0.0 -0.6 -0.63
C 1.2091 4.4024 -4.7150 0.0 -0.1 0.4 0.15
F 0.5130 5.1429 -5.6495 -0.1 0.1 -0.2 -0.40
N 3.4148 2.3932 -3.6595 -0.5 -1.3 -1.0 0.35
C 4.2637 2.2007 -2.6584 1.0 0.3 0.4 -0.16
N 5.5786 2.2885 -2.8472 0.7 0.4 0.0 0.22
N 6.1544 2.6160 -4.0904 -0.3 0.6 0.6 -0.80
C 6.0030 4.0610 -4.4177 -0.5 -0.9 -1.3 -0.15
C 7.1319 4.5974 -5.2895 0.0 1.2 1.2 -0.78
C 8.1434 5.3875 -4.4399 0.3 -1.0 -0.5 -1.02
C 6.5111 2.0308 -1.7415 0.6 0.2 -1.1 0.05
F 6.5364 0.6744 -1.5505 -0.3 -0.3 0.4 -0.39
C 7.9058 2.4999 -2.0350 0.4 -0.1 1.1 -0.22
C 8.8112 2.0946 -0.8493 0.0 0.3 -0.6 -0.92
N 3.8224 1.9212 -1.4274 -1.0 0.2 -0.3 0.38
C 2.3563 1.7355 -1.2683 -0.6 0.0 0.6 -0.57
C 1.6839 3.1102 -1.3055 -0.1 0.2 0.9 -1.17
C 2.0878 4.1362 -0.2164 -0.4 0.8 -1.2 -0.16
C 2.5303 5.4481 -0.8902 0.6 -0.9 0.6 -1.55
Br 0.5267 4.6079 0.8657 0.3 -0.2 0.3 -0.09
C 2.2442 1.0830 0.1438 0.0 -0.2 -0.3 0.04
C 2.9673 -0.2727 0.2219 0.2 0.4 0.2 -1.96
C 0.8621 1.0365 0.8254 0.9 -0.2 0.3 -1.15
C 0.9901 1.4100 2.2936 -0.1 0.4 -0.1 -0.82
C -0.3481 1.6499 2.9501 0.1 -0.3 0.5 -1.27
H 1.6357 -2.0916 -3.8509 0.1 0.0 -0.5 0.05
H 2.3396 -2.7688 -2.4248 0.4 0.0 0.1 0.23
H 2.0376 -3.8454 -3.7644 0.1 -0.1 -0.3 0.46
H 0.3236 -3.5816 -1.6238 0.1 -0.4 0.2 0.39
H -0.2283 -3.9780 -3.2429 -0.4 -0.2 0.0 0.22
H -1.5659 -2.1433 -2.3016 -0.4 -0.1 0.0 0.35
H -0.5874 -1.5901 -3.6534 -0.2 0.3 -0.1 0.31
H 1.0025 -1.3778 -1.3110 0.3 0.1 0.6 -0.09
H -0.6246 -0.7485 -0.8926 0.1 0.0 0.7 0.54
H -0.1360 1.2179 -1.8272 -0.4 0.3 0.1 0.11
H -0.0887 0.3625 -3.3196 0.2 0.3 -0.4 0.99
H 2.4253 -0.0894 -2.2836 0.2 -0.3 0.0 0.49
H 2.8369 0.5183 -4.2998 0.1 -0.3 -0.1 0.41
H 1.8262 2.0804 -5.7135 0.2 0.0 -0.3 0.81
H 0.6397 1.0346 -5.0576 -0.2 -0.3 0.0 0.59
H -0.3519 3.1118 -5.1181 -0.3 0.0 -0.1 0.75
H 0.0580 3.0672 -3.4485 0.0 -0.1 0.4 0.18
H 1.2944 5.0055 -3.8191 0.1 0.3 0.2 0.11
H 2.1979 4.2265 -5.1185 0.3 0.0 -0.1 -0.12
H 3.8920 2.4052 -4.5515 0.0 0.4 0.0 0.65
H 5.7550 2.0312 -4.8134 0.2 -0.2 0.0 0.43
H 5.8498 4.6288 -3.5147 0.3 0.1 0.5 0.52
H 5.0794 4.1782 -4.9850 -0.3 0.1 0.0 -0.06
H 6.6769 5.3256 -5.9446 -0.1 0.0 -0.6 0.32
H 7.6217 3.8209 -5.8567 0.0 -0.2 -0.3 0.42
H 8.8663 4.6836 -4.0474 0.2 0.0 0.4 0.09
H 8.6962 6.0997 -5.0351 0.1 0.3 -0.1 0.45
H 7.6469 5.8898 -3.6250 -0.1 0.3 0.3 0.30
H 6.1974 2.5535 -0.8474 -0.4 -0.3 0.4 0.14
H 8.3032 2.0299 -2.9158 -0.1 0.2 -0.6 0.66
H 7.8955 3.5828 -2.0927 0.0 0.2 -0.4 0.04
H 9.4151 1.2474 -1.1523 -0.1 -0.2 0.4 0.25
H 8.2186 1.8726 0.0283 0.1 -0.2 0.3 0.38
H 9.5008 2.8984 -0.6303 0.1 0.2 0.2 -0.03
H 4.1738 2.5728 -0.7374 0.4 -0.5 0.3 0.92
H 1.8719 3.5979 -2.2423 0.2 0.0 -0.5 -0.85
H 0.6133 3.0145 -1.2587 -0.4 -0.3 0.0 1.76
H 2.9169 3.8440 0.4120 -0.2 -0.4 0.5 0.54
H 3.1105 6.0034 -0.1665 -0.1 0.6 0.1 0.46
H 1.6887 6.0160 -1.2483 -0.1 0.2 -0.3 0.42
H 3.2207 5.1855 -1.6892 0.0 0.1 -0.4 0.26
H 2.8540 1.7207 0.7746 0.1 0.5 0.1 0.73
H 3.6676 -0.2549 1.0448 0.2 -0.1 0.3 0.38
H 3.5748 -0.4556 -0.6513 0.1 -0.3 -0.3 0.37
H 2.2897 -1.0913 0.4075 -0.2 -0.3 -0.2 0.43
H 0.0939 1.6270 0.3498 -0.2 0.2 -0.2 0.39
H 0.5739 0.0001 0.8566 -0.6 -0.3 -0.4 0.73
H 1.5430 0.6246 2.7943 0.1 -0.3 0.3 0.43
H 1.5908 2.3054 2.4032 0.2 0.3 0.0 0.41
H -1.0040 0.7902 2.8614 -0.2 -0.2 -0.1 0.32
H -0.2061 1.8216 4.0110 -0.1 0.1 0.3 0.32
H -0.8572 2.5127 2.5421 -0.1 0.2 -0.2 0.21
C -4.0919 -3.7062 -3.8323 -0.1 0.0 0.0 0.31
Cl -3.4368 -2.1606 -4.3937 -0.1 0.0 -0.2 -0.12
Cl -5.4019 -4.2176 -4.8927 0.0 0.0 0.1 -0.04
Cl -2.8243 -4.9340 -3.8312 0.0 0.0 0.0 -0.11
Cl -4.6900 -3.4775 -2.1835 0.1 -0.2 -0.5 -0.05
C -0.1081 3.0991 7.6981 -0.1 -0.1 0.0 0.27
Cl -0.5433 1.4038 7.4093 0.4 0.2 0.0 -0.08
Cl -1.5377 4.1183 7.5127 0.0 0.0 0.0 -0.05
Cl 0.5409 3.2737 9.3299 0.0 0.0 0.0 -0.08
Cl 1.1180 3.6068 6.5295 0.0 0.0 -0.1 -0.10
C -3.8899 1.1007 9.7665 0.0 0.0 0.0 0.30
Cl -3.4372 -0.5103 10.3315 0.0 0.0 0.0 -0.10
Cl -3.7037 1.1898 8.0136 -0.1 -0.2 0.1 -0.02
Cl -5.5773 1.4232 10.1844 0.0 -0.1 0.0 -0.09
Cl -2.8509 2.3047 10.5298 0.0 0.0 0.0 -0.07
C -5.4207 -2.7789 2.3058 -0.1 0.0 0.1 0.08
Cl -5.3270 -3.0040 0.5510 -0.1 0.1 0.5 -0.07
Cl -4.5411 -1.3110 2.7582 0.0 0.0 0.0 -0.01
Cl -7.1070 -2.6252 2.7920 0.0 0.0 0.0 0.03
Cl -4.6974 -4.1730 3.1062 0.0 0.0 0.0 -0.02
C -6.3395 3.6375 5.4989 -0.1 0.0 0.0 0.15
Cl -5.8280 5.2891 5.8616 0.0 0.0 0.0 -0.11
Cl -5.1761 2.8838 4.3914 0.1 0.0 0.2 0.04
Cl -6.4524 2.7182 7.0065 -0.1 0.1 -0.3 0.04
Cl -7.9217 3.6622 4.7106 0.0 0.0 0.0 -0.09
C -7.7984 -2.7736 -8.2117 0.0 0.0 0.0 0.35
Cl -7.5976 -4.4727 -7.7626 0.0 0.0 0.0 -0.10
Cl -7.8399 -2.6340 -9.9703 0.0 0.0 0.0 -0.09
Cl -9.3086 -2.1621 -7.5343 0.0 0.0 0.0 -0.09
Cl -6.4442 -1.8294 -7.5780 0.0 0.0 0.0 -0.07
C -10.4597 -1.0360 4.1740 0.0 0.0 0.0 0.25
Cl -10.2769 -2.7332 4.6361 0.0 0.0 0.0 -0.08
Cl -10.5549 -0.9151 2.4138 0.0 0.0 0.0 -0.09
Cl -11.9355 -0.3875 4.8914 0.0 0.0 0.0 -0.11
Cl -9.0680 -0.1126 4.7523 0.0 0.0 0.0 -0.01
C -5.9322 5.2465 12.3364 0.0 0.0 0.0 0.30
Cl -5.0108 3.9325 13.0728 0.0 0.0 0.0 -0.08
Cl -5.0322 6.7579 12.4965 0.0 0.0 0.0 -0.10
Cl -6.1978 4.9000 10.6233 0.0 0.0 0.0 -0.04
Cl -7.4907 5.3988 13.1516 0.0 0.0 0.0 -0.09
C -5.0007 -8.3667 2.8684 -0.1 0.0 -0.1 0.28
Cl -4.8821 -10.0813 3.2651 -0.1 0.1 0.0 -0.04
Cl -5.0826 -8.1756 1.1170 0.1 0.1 0.0 -0.03
Cl -6.4605 -7.6940 3.5948 0.2 0.2 0.0 -0.05
Cl -3.5789 -7.5151 3.4897 0.1 0.0 0.0 -0.12
C -4.4060 3.5666 0.3963 -0.1 -0.1 -0.1 0.21
Cl -3.8575 1.9320 0.7996 0.0 -0.1 0.0 -0.01
Cl -4.4335 3.7625 -1.3604 0.0 0.0 -0.1 -0.12
Cl -6.0320 3.8053 1.0271 0.1 0.1 0.0 -0.05
Cl -3.2790 4.7307 1.0870 0.0 0.1 0.1 -0.07
C 11.1301 5.7827 -0.6407 0.1 0.0 0.0 0.34
Cl 11.2933 5.5960 -2.3905 0.0 0.0 0.0 -0.09
Cl 11.7748 7.3455 -0.1488 0.0 0.0 0.0 -0.09
Cl 9.4155 5.6881 -0.1999 -0.1 0.1 0.0 -0.11
Cl 12.0125 4.4906 0.1748 0.0 0.0 0.0 -0.09
C -10.5452 -9.6262 3.8963 0.0 -0.1 0.0 0.28
Cl -11.4412 -10.7976 2.9250 0.0 0.0 0.0 -0.10
Cl -8.8105 -9.8687 3.6669 -0.2 -0.1 0.0 0.01
Cl -10.9757 -7.9883 3.3893 0.0 0.0 0.0 -0.09
Cl -10.9487 -9.8400 5.6016 0.0 0.0 0.0 -0.10
C -6.9077 -10.7924 -1.8372 0.0 0.0 0.0 0.27
Cl -6.1824 -9.2780 -2.3968 0.0 0.0 0.0 -0.08
Cl -8.2668 -11.2138 -2.8814 0.0 0.0 0.0 -0.10
Cl -5.6978 -12.0780 -1.8940 0.0 0.0 0.0 -0.09
Cl -7.4741 -10.5899 -0.1793 -0.1 0.0 0.0 -0.01
C -1.8083 -13.0170 3.4305 0.0 0.0 0.0 0.32
Cl -3.0774 -13.4108 2.2649 0.0 0.0 0.0 -0.09
Cl -2.1440 -13.8276 4.9623 0.0 0.0 0.0 -0.09
Cl -0.2464 -13.5561 2.8067 0.0 0.0 0.0 -0.10
Cl -1.7745 -11.2699 3.6843 0.2 0.0 0.0 -0.07
C 10.3618 -1.5886 -3.3698 0.1 -0.1 0.0 0.27
Cl 11.6320 -1.6338 -2.1472 0.0 0.0 0.0 -0.09
Cl 10.9667 -0.7879 -4.8236 0.0 0.0 0.0 -0.10
Cl 9.8578 -3.2320 -3.7647 0.0 0.0 0.0 -0.10
Cl 8.9760 -0.6834 -2.7380 -0.1 -0.2 -0.1 -0.01

***

35
Properties=species:S:1:pos:R:3:forces:R:3:mulliken_charge:R:1 method="wB97M-V/def2-TZVPD" total_energy_ev=-106789.590 de_lowest_ev=1.7180 homo_lumo_gap_ev=3.9 multiplicity=1 total_charge=-2 fmax_ev_per_a=1.38
Tl 0.0474 0.1184 -2.7316 -0.3 -1.3 -0.5 0.52
C -3.4724 -0.1386 3.9195 0.0 0.0 0.0 -0.81
O -4.0128 1.0300 3.3524 0.0 0.0 0.0 -0.44
C -3.5394 1.3791 2.1050 0.1 -0.1 0.0 1.11
C -4.1120 2.5505 1.5635 0.0 0.0 0.0 -1.14
C -3.6890 2.9559 0.3234 0.0 0.0 0.0 -0.44
C -2.7227 2.2805 -0.4461 0.1 0.0 -0.1 0.23
C -2.3232 2.7920 -1.7493 -0.2 0.0 0.1 0.94
C -2.9487 4.0749 -2.3175 0.0 0.0 0.0 -1.22
O -1.4941 2.2773 -2.4861 0.1 0.2 0.0 -0.62
C -2.1246 1.0681 0.1032 0.1 -0.1 0.0 -0.08
O -1.2556 0.3630 -0.4456 -0.1 0.2 0.1 -0.82
C -2.5961 0.6732 1.4209 -0.1 0.0 0.0 -0.24
H -3.9543 -0.2621 4.8889 0.0 0.0 0.0 0.21
H -2.3902 -0.0550 4.0580 0.0 0.0 0.0 0.32
H -3.6724 -1.0162 3.2974 0.0 0.0 0.0 0.33
H -4.8602 3.0918 2.1274 0.0 0.0 0.0 0.36
H -4.1363 3.8550 -0.0779 0.0 0.0 0.0 0.10
H -3.6967 4.5804 -1.7137 0.0 0.0 0.0 0.36
H -3.3872 3.8040 -3.2786 0.0 0.0 0.0 0.25
H -2.1272 4.7642 -2.5189 0.0 0.0 0.0 0.25
H -2.1365 -0.2288 1.7989 0.0 0.0 0.0 0.38
Br 3.2119 -3.1213 1.6056 0.0 0.0 0.0 -0.25
C 4.5941 -3.2098 0.2718 0.0 0.0 0.0 0.52
C 5.7674 -3.8548 0.6466 0.0 0.0 0.0 -0.50
C 6.8038 -3.9535 -0.2685 0.0 0.0 0.0 -0.31
C 6.6487 -3.4062 -1.5367 0.0 0.0 0.0 -0.61
C 5.4629 -2.7697 -1.8741 0.0 0.0 0.0 -0.13
C 4.4001 -2.6553 -0.9766 -0.1 -0.1 -0.1 -0.64
I 2.5524 -1.4892 -1.6935 0.2 0.5 0.2 0.07
H 5.8608 -4.2723 1.6415 0.0 0.0 0.0 0.34
H 7.7239 -4.4543 0.0099 0.0 0.0 0.0 0.32
H 7.4525 -3.4774 -2.2621 0.0 0.0 0.0 0.32
H 5.3481 -2.3419 -2.8655 0.0 0.0 0.0 0.32
O -1.2225 -0.9520 -3.8916 0.3 0.6 0.2 -1.03

***

93
Properties=species:S:1:pos:R:3:forces:R:3:mulliken_charge:R:1 method="wB97M-V/def2-TZVPD" total_energy_ev=-56698.448 de_lowest_ev=2.8062 homo_lumo_gap_ev=5.2 multiplicity=1 total_charge=+1 fmax_ev_per_a=3.33
C 4.3829 0.5244 -3.4213 0.2 -0.1 -0.2 -1.52
C 2.9069 0.3630 -3.2039 -0.3 -0.1 0.3 0.63
C 2.0083 1.3862 -3.5153 0.0 -0.4 0.1 -0.46
C 0.6694 1.3469 -3.1144 0.3 -0.2 0.3 0.92
C -0.2485 2.4099 -3.6726 -0.1 0.2 -0.1 -1.56
C 0.2520 0.2814 -2.2806 0.0 -0.2 -0.6 0.43
C -1.0522 0.2818 -1.4823 0.7 -0.7 -0.3 0.07
C -2.2940 0.0140 -2.3463 -0.4 0.3 0.2 -1.73
C -1.2025 1.5452 -0.6096 -0.4 1.1 -0.1 -0.39
C -0.0922 1.7914 0.3754 -1.8 -2.7 0.8 -0.76
C -0.4355 1.9166 1.7553 0.3 0.7 -0.6 1.01
C 0.2357 1.0496 2.6613 0.9 0.2 0.3 1.12
C 1.1339 -0.0039 2.0855 0.5 -0.2 0.1 -1.76
C 0.0290 1.1754 4.0302 -0.2 -0.2 -0.4 -0.93
C -0.9517 2.0408 4.5237 0.5 0.5 -0.3 0.73
C -1.2059 2.1524 5.9890 -0.4 -0.2 0.2 -1.58
C -1.6537 2.8611 3.6267 0.0 0.3 -0.5 -0.78
C -1.4241 2.8299 2.2551 0.0 -0.6 0.3 1.13
C -2.1529 3.7467 1.3290 -0.1 0.6 -0.1 -1.77
C 1.0459 -0.8852 -2.2731 0.3 0.6 0.2 0.67
C 0.4568 -2.1938 -1.8455 0.1 -0.1 0.3 -1.71
C 2.3796 -0.8224 -2.6817 -0.1 0.3 -0.2 -0.89
H 4.8544 -0.4690 -3.4845 0.0 0.4 -0.1 0.40
H 4.5654 1.0814 -4.3522 0.1 -0.2 0.3 0.37
H 4.8551 1.0771 -2.5874 -0.3 -0.2 -0.3 0.15
H 2.3815 2.2366 -4.0846 -0.2 -0.1 0.1 0.33
H -1.1063 1.9757 -4.1993 0.2 0.0 0.1 0.34
H -0.6410 3.1167 -2.9364 -0.1 -0.1 0.0 0.34
H 0.3148 3.0165 -4.3947 -0.2 -0.2 0.1 0.37
H -1.0243 -0.5634 -0.7693 0.2 0.3 -0.3 0.45
H -2.1496 -0.8400 -3.0180 0.1 0.1 0.3 0.35
H -3.1449 -0.2111 -1.6909 0.0 0.1 -0.2 0.43
H -2.5627 0.8672 -2.9755 0.0 0.0 0.1 0.37
H -1.2927 2.4150 -1.2689 -0.2 -0.1 -0.1 0.36
H -2.1391 1.4591 -0.0460 0.1 0.2 -0.2 0.72
H 0.8767 1.3504 0.1079 -0.1 0.6 0.0 -0.33
H 1.6063 -0.5819 2.8927 -0.2 0.0 -0.4 0.48
H 0.5848 -0.6736 1.3912 0.3 0.3 0.6 0.23
H 1.9464 0.4602 1.5018 -0.1 -0.1 0.1 0.28
H 0.6356 0.5974 4.7287 -0.3 -0.1 -0.2 0.46
H -2.1203 2.7178 6.1715 0.1 0.0 0.1 0.37
H -1.3541 1.1525 6.3949 0.0 0.0 0.1 0.47
H -0.3876 2.6103 6.5569 0.0 -0.1 -0.3 0.34
H -2.3544 3.6025 4.0227 0.1 -0.3 -0.1 0.39
H -2.5635 4.5908 1.8919 -0.1 -0.2 -0.1 0.51
H -1.4773 4.1791 0.5843 -0.1 -0.1 0.0 0.21
H -2.9737 3.2481 0.7885 0.3 0.1 0.3 0.36
H 1.1430 -3.0030 -2.1075 -0.2 0.0 0.1 0.46
H 0.2940 -2.2229 -0.7625 -0.1 -0.2 -0.1 0.28
H -0.4997 -2.3593 -2.3537 0.2 -0.1 0.2 0.25
H 3.0153 -1.7117 -2.5924 -0.2 0.3 0.0 0.35
C 1.2211 3.9471 -1.1343 -0.3 0.2 -0.7 -0.65
C 2.3641 3.4115 -0.3046 0.8 -1.1 0.2 0.74
C 2.5008 4.1815 0.8753 1.3 1.7 0.7 -1.00
P 3.8949 4.4325 1.9286 -0.9 -0.9 0.6 2.20
C 3.1286 5.0773 3.4576 -0.5 0.7 0.4 -0.45
C 1.9078 4.5015 3.8554 -0.1 0.0 0.1 0.46
C 1.2216 4.9500 4.9884 0.3 0.1 -0.2 -0.50
C 1.7550 5.9925 5.7571 0.0 -0.1 -0.4 -0.78
C 2.9423 6.6120 5.3532 -0.1 -0.2 0.0 -0.76
C 3.6160 6.1675 4.2079 0.0 -0.3 -0.1 -0.52
C 4.5200 2.7932 2.3010 0.6 -0.3 0.3 0.08
C 4.4964 2.2827 3.6021 0.1 -0.2 -0.1 -0.08
C 5.0241 1.0160 3.8592 0.0 0.0 -0.2 -0.82
C 5.5214 0.2469 2.8015 -0.2 0.0 -0.1 -0.53
C 5.5086 0.7433 1.4900 0.1 0.2 0.3 -0.75
C 5.0741 2.0467 1.2539 0.0 -0.2 0.2 -0.25
C 5.4180 5.4444 1.7398 0.7 0.7 -0.7 -0.14
C 6.5934 5.0861 2.4379 -0.2 -0.1 0.1 -0.05
C 7.7370 5.8954 2.4332 -0.3 0.1 -0.2 -0.76
C 7.7363 7.0881 1.6973 -0.3 -0.2 0.0 -0.40
C 6.5950 7.4542 0.9689 0.1 -0.2 0.1 -0.70
C 5.4619 6.6311 0.9749 -0.1 -0.2 0.3 -0.36
O 2.9757 2.3511 -0.6112 -1.0 1.6 0.2 -0.52
H 1.1855 5.0410 -1.0735 0.0 -0.3 -0.1 0.78
H 1.2807 3.6267 -2.1800 0.0 0.1 0.5 0.12
H 0.2620 3.6054 -0.7106 0.2 0.1 -0.2 -0.58
H 1.8413 5.0554 0.9894 0.2 -0.4 -0.3 0.59
H 1.4751 3.7102 3.2389 0.1 0.2 0.2 0.13
H 0.2592 4.4963 5.2506 0.5 0.2 -0.1 0.34
H 1.2179 6.3327 6.6425 0.2 0.0 -0.2 0.41
H 3.3357 7.4594 5.9266 -0.1 -0.4 -0.3 0.39
H 4.5224 6.6899 3.8998 -0.2 -0.2 0.1 0.35
H 4.0996 2.8812 4.4207 0.1 -0.1 -0.2 0.45
H 5.0392 0.6439 4.8882 0.0 0.1 -0.4 0.44
H 5.9218 -0.7490 2.9986 -0.1 0.3 -0.1 0.39
H 5.8558 0.1339 0.6509 0.0 0.2 0.4 0.44
H 5.1537 2.4865 0.2621 -0.1 -0.2 0.2 0.42
H 6.6249 4.1551 3.0051 -0.1 0.2 -0.1 0.33
H 8.6244 5.5922 3.0068 -0.5 0.1 -0.4 0.40
H 8.6252 7.7227 1.6848 -0.3 -0.2 0.0 0.39
H 6.5900 8.3896 0.3947 0.0 -0.5 0.2 0.39
H 4.5906 6.9134 0.3843 0.1 0.0 0.1 0.40

***

12
Properties=species:S:1:pos:R:3:forces:R:3:nbo_charge:R:1 method="wB97M-V/def2-TZVPD" total_energy_ev=-8797.311 smiles="C#C[C@H]1C=NOC1" de_lowest_ev=6.1078 homo_lumo_gap_ev=10.5 multiplicity=1 fmax_ev_per_a=9.48
C -2.6460 -0.1210 -0.4773 -8.9 0.3 -3.2 -0.22
C -1.6305 0.1089 0.0122 8.0 0.2 5.0 -0.04
C -0.2610 -0.0032 0.8234 -1.8 1.1 -1.9 -0.34
C 0.5120 -1.2019 0.2863 3.4 0.8 0.6 -0.01
N 1.5447 -0.7805 -0.3503 -0.7 -1.4 -1.9 -0.07
O 1.3896 0.4808 -0.8167 -0.2 2.0 3.1 -0.38
C 0.6523 1.2245 0.4261 1.0 0.6 -3.8 -0.13
H -3.7691 0.0387 -0.7622 3.0 -0.8 0.4 0.26
H -0.3543 -0.1207 1.8919 -0.7 0.2 0.2 0.26
H 0.8012 -2.2178 0.6157 -1.6 0.5 0.5 0.24
H 0.1648 2.0482 -0.1969 -0.1 -1.3 1.3 0.22
H 1.4667 1.8253 1.0132 -1.5 -2.1 -0.3 0.23